Below is one molecule with the formula C3H5N3 at a distorted geometry, with properties calculated with the ωB97M-V functional and the def2-TZVPD basis.

Geometry as ORCA input:
```
! wB97M-V def2-TZVPD RIJCOSX def2/J DEFGRID3
* xyz 0 1
C 0.8175 -0.9834 1.0525
N 0.3341 0.2973 0.6038
C -0.3152 0.3830 -0.5816
N -0.6189 -0.6052 -1.3420
C -0.8497 1.6833 -0.8855
N -1.6402 2.4403 -1.2566
H -0.0001 -1.6679 1.3027
H 1.4537 -0.8266 1.9241
H 1.4068 -1.4301 0.2481
H 0.1743 1.0297 1.2812
H -0.9687 -0.3167 -2.2618
*
```

Results
Kohn-Sham gap in eV: 10.396
Energy relative to the best compared isomer or geometry (same formula, charge and spin) in kcal/mol: 23.80

In elementary charge units, the natural (NBO) charges are: atom 1 (C): -0.417, atom 2 (N): -0.571, atom 3 (C): 0.326, atom 4 (N): -0.665, atom 5 (C): 0.190, atom 6 (N): -0.261, atom 7 (H): 0.202, atom 8 (H): 0.207, atom 9 (H): 0.222, atom 10 (H): 0.404, atom 11 (H): 0.364

---

Below is one molecule with the formula C3H5N3 at a distorted geometry, with properties calculated with the ωB97M-V functional and the def2-TZVPD basis.

Geometry as ORCA input:
```
! wB97M-V def2-TZVPD RIJCOSX def2/J DEFGRID3
* xyz 0 1
C -2.1620 0.8760 -0.9753
C -0.1312 0.3835 -0.2929
C 1.1563 -0.1776 0.1422
N -0.7616 1.1294 -1.0904
N -2.4507 -0.0176 -0.0865
N -1.3824 -0.4619 0.4671
H -2.8364 1.2930 -1.5909
H 1.9228 0.3728 -0.3754
H 1.4296 0.0425 1.1338
H 1.2090 -1.2870 0.1895
H -1.4377 -0.7380 1.4662
*
```

Results
Kohn-Sham gap in eV: 9.760
Energy relative to the best compared isomer or geometry (same formula, charge and spin) in kcal/mol: 48.60

In elementary charge units, the natural (NBO) charges are: atom 1 (C): 0.088, atom 2 (C): 0.398, atom 3 (C): -0.694, atom 4 (N): -0.451, atom 5 (N): -0.214, atom 6 (N): -0.447, atom 7 (H): 0.190, atom 8 (H): 0.243, atom 9 (H): 0.238, atom 10 (H): 0.254, atom 11 (H): 0.394

---

Below is a 2-piece molecular cluster, C3H5N3 overall at a distorted geometry, with properties calculated with the ωB97M-V functional and the def2-TZVPD basis.

Geometry as ORCA input:
```
! wB97M-V def2-TZVPD RIJCOSX def2/J DEFGRID3
* xyz 0 1
C 0.8040 -0.3730 1.5668
N 0.5296 -0.9002 0.2460
C -0.4877 -0.8828 -0.4065
N -1.4260 -0.8162 -1.2123
C -0.0112 1.7694 -1.6055
N 0.6254 2.1410 -0.7179
H 1.7285 -0.8213 1.9341
H 0.9331 0.7125 1.5125
H -0.0062 -0.6076 2.2646
H -2.0749 -1.5945 -1.1839
H -0.6146 1.3726 -2.3979
*
```

Results
Kohn-Sham gap in eV: 10.922
Energy relative to the best compared isomer or geometry (same formula, charge and spin) in kcal/mol: 39.19

In elementary charge units, the natural (NBO) charges are: atom 1 (C): -0.418, atom 2 (N): -0.479, atom 3 (C): 0.662, atom 4 (N): -0.784, atom 5 (C): 0.089, atom 6 (N): -0.344, atom 7 (H): 0.208, atom 8 (H): 0.228, atom 9 (H): 0.195, atom 10 (H): 0.393, atom 11 (H): 0.250

---

Below is one molecule with the formula C3H5N3, with properties calculated with the ωB97M-V functional and the def2-TZVPD basis.

Geometry as ORCA input:
```
! wB97M-V def2-TZVPD RIJCOSX def2/J DEFGRID3
* xyz 0 1
N 0.9259 -1.4998 -1.0423
C -0.0788 -0.5623 -1.0556
C -0.0040 0.6930 -0.6410
C -0.2264 1.6276 0.2553
N -0.7170 1.2913 1.5691
N -0.4937 0.1176 1.9105
H 1.8555 -1.2060 -0.7817
H 0.8477 -2.2841 -1.6656
H -1.0270 -0.8921 -1.4810
H -0.1333 2.7000 0.1056
H -0.9489 0.0149 2.8266
*
```

Results
Kohn-Sham gap in eV: 8.802
Energy relative to the best compared isomer or geometry (same formula, charge and spin) in kcal/mol: 80.64

In elementary charge units, the natural (NBO) charges are: atom 1 (N): -0.795, atom 2 (C): -0.010, atom 3 (C): -0.056, atom 4 (C): -0.167, atom 5 (N): -0.150, atom 6 (N): -0.338, atom 7 (H): 0.393, atom 8 (H): 0.388, atom 9 (H): 0.214, atom 10 (H): 0.207, atom 11 (H): 0.313

---

Below is a 2-piece molecular cluster, C3H5N3 overall at a distorted geometry, with properties calculated with the ωB97M-V functional and the def2-TZVPD basis.

Geometry as ORCA input:
```
! wB97M-V def2-TZVPD RIJCOSX def2/J DEFGRID3
* xyz 0 1
C 3.3269 0.0163 -0.2651
C 2.3087 0.5575 -0.1323
C -2.0511 -0.9290 0.1307
N -0.9950 -0.0630 -0.4372
N -0.6798 1.0627 -0.1560
N -0.4426 2.2060 -0.1559
H 4.2658 -0.1755 -0.0633
H -1.6447 -1.3135 1.0695
H -2.3038 -1.7686 -0.5332
H -2.9921 -0.4617 0.4810
H 1.2076 0.8689 0.0618
*
```

Results
Kohn-Sham gap in eV: 10.450
Energy relative to the best compared isomer or geometry (same formula, charge and spin) in kcal/mol: 134.28

In elementary charge units, the natural (NBO) charges are: atom 1 (C): -0.249, atom 2 (C): -0.205, atom 3 (C): -0.434, atom 4 (N): -0.297, atom 5 (N): 0.215, atom 6 (N): -0.110, atom 7 (H): 0.205, atom 8 (H): 0.211, atom 9 (H): 0.230, atom 10 (H): 0.206, atom 11 (H): 0.230

---

Below is a 2-piece molecular cluster, C3H5N3 overall at a distorted geometry, with properties calculated with the ωB97M-V functional and the def2-TZVPD basis.

Geometry as ORCA input:
```
! wB97M-V def2-TZVPD RIJCOSX def2/J DEFGRID3
* xyz 0 1
C -1.6987 -0.3264 -0.0405
N -0.6412 0.3799 -0.6889
C 0.3015 1.0289 -0.3445
N 1.3957 1.5872 -0.1383
C 1.8431 -1.2231 0.3374
N 1.2356 -2.1881 0.5114
H -2.5640 -0.3839 -0.6981
H -1.4165 -1.3547 0.1829
H -1.9458 0.1923 0.8806
H 1.0581 2.5287 0.0341
H 2.4675 -0.3731 0.1319
*
```

Results
Kohn-Sham gap in eV: 10.804
Energy relative to the best compared isomer or geometry (same formula, charge and spin) in kcal/mol: 44.22

In elementary charge units, the natural (NBO) charges are: atom 1 (C): -0.419, atom 2 (N): -0.460, atom 3 (C): 0.645, atom 4 (N): -0.777, atom 5 (C): 0.072, atom 6 (N): -0.341, atom 7 (H): 0.209, atom 8 (H): 0.231, atom 9 (H): 0.199, atom 10 (H): 0.382, atom 11 (H): 0.258